Entry 1
C5H10OS | ωB97M-V/def2-TZVPD

## Properties
Structure (SMILES): C=CO[C@H](C)SC
Kohn-Sham gap (hartree): 0.3599
Spin multiplicity: 1

Positions of all 17 atoms, in Å:
C  -1.6626  1.5030  0.2118
C  -1.9838  0.3891  -0.4412
O  -1.3296  -0.7948  -0.6532
C  -0.0809  -1.0663  0.0115
C  -0.1708  -0.9239  1.5229
S  1.4097  -0.2272  -0.7553
C  1.9485  1.1521  0.3777
H  -0.6575  1.6687  0.6070
H  -2.2989  2.3718  0.0335
H  -3.0220  0.2492  -0.7203
H  0.1067  -2.1512  -0.2464
H  -0.8934  -1.6314  1.8526
H  -0.5098  0.0556  1.9060
H  0.8317  -1.1373  1.9778
H  2.9964  1.2977  0.1889
H  1.4260  2.0914  0.1793
H  1.7997  0.8556  1.4367

These are the Löwdin partial charges, in e, on atoms 1 to 6: C 0.01; C -0.23; O -0.12; C -0.62; C -0.11; S 0.83



Entry 2
C5H10OS | ωB97M-V/def2-TZVPD

## Properties
Structure (SMILES): CSCCCC=O
Kohn-Sham gap (hartree): 0.3470
Spin multiplicity: 1

Positions of all 17 atoms, in Å:
C  -1.2537  -1.4517  -2.1693
S  0.0741  -0.4077  -1.6658
C  -0.8603  0.5482  -0.2930
C  -0.3212  0.4506  1.1401
C  1.1490  0.0500  1.3533
C  2.0914  1.1266  0.8605
O  3.2669  0.9505  0.6355
H  -2.2371  -0.9788  -2.2858
H  -1.0417  -1.8983  -3.1365
H  -1.4423  -2.2259  -1.4162
H  -1.8257  0.0700  -0.3649
H  -0.7157  1.5980  -0.5737
H  -0.9520  -0.2608  1.7385
H  -0.4788  1.4426  1.6242
H  1.3467  -0.2026  2.4046
H  1.3525  -0.9777  1.0506
H  1.8478  2.1670  1.0978

These are the Löwdin partial charges, in e, on atoms 1 to 6: C -0.49; S 0.78; C -0.40; C -0.27; C -0.20; C -0.26



Which one sits at the bottom of the stability order? entry 1 does.



Entry 1
C5H4O | ωB97M-V/def2-TZVPD

## Properties
⟨S²⟩: 2.03
Kohn-Sham gap (spin up / spin down) (hartree): 0.3168 / 0.3218
Spin multiplicity: 3

Positions of all 10 atoms, in Å:
C  0.7034  0.0529  0.3652
C  -0.6299  -0.4010  -0.0445
C  0.8457  1.0500  -0.6092
C  1.7136  -0.0535  1.3945
C  -1.1422  0.2181  -1.1443
O  -0.1038  1.1261  -1.5056
H  1.9669  -0.8915  2.0845
H  -1.2121  -1.2605  0.3120
H  1.7283  1.7696  -0.6197
H  -1.9357  0.2375  -1.7388

These are the Löwdin partial charges, in e, on atoms 1 to 6: C -0.30; C -0.06; C -0.16; C 0.18; C -0.02; O -0.01



Entry 2
C5H4O | ωB97M-V/def2-TZVPD

## Properties
⟨S²⟩: 2.02
Kohn-Sham gap (spin up / spin down) (hartree): 0.2417 / 0.2385
Spin multiplicity: 3

Positions of all 10 atoms, in Å:
C  0.7708  -0.3771  -0.5925
C  1.9029  -0.6316  0.0585
C  -0.0722  0.0800  0.5155
C  0.9872  -0.1074  1.5583
C  -1.3122  0.5394  0.6437
O  0.9319  0.0935  2.7697
H  0.5147  -0.4603  -1.6354
H  2.8983  -0.9747  -0.1349
H  -1.6837  0.8334  1.6112
H  -1.9791  0.6374  -0.1987

These are the Löwdin partial charges, in e, on atoms 1 to 6: C -0.10; C 0.13; C -0.32; C -0.24; C 0.07; O 0.14



Which one sits at the bottom of the stability order? entry 2 does.